Run one
# C22H23N3O4

An isolated molecule of C22H23N3O4 (ωB97M-V/def2-TZVPD, the OMol25 dataset).

lowest unoccupied orbital energy	0.29	eV
SMILES	O=C(CCN1N=C(c2ccccc2)CCC1=O)NC[C@@H]1COc2ccccc2O1
molecular weight	393.4	g/mol

Structure (ORCA input):
```
! RIJCOSX wB97M-V def2-TZVPD def2/J DEFGRID3
* xyz 0 1
O -3.193 -2.107 1.717
C -3.308 -1.319 0.801
N -2.688 -1.497 -0.390
H -2.769 -0.799 -1.110
C -1.912 -2.679 -0.664
H -2.284 -3.467 -0.003
C -0.411 -2.520 -0.410
C -0.075 -1.991 0.986
H -0.523 -2.609 1.764
O 1.323 -2.025 1.184
C 2.047 -1.593 0.109
C 3.410 -1.384 0.271
C 4.177 -0.924 -0.781
C 3.590 -0.658 -2.006
C 2.240 -0.887 -2.189
C 1.465 -1.368 -1.142
O 0.134 -1.636 -1.377
H 1.765 -0.714 -3.142
H 4.184 -0.287 -2.827
H 5.235 -0.768 -0.641
H 3.842 -1.584 1.239
H -0.442 -0.962 1.082
H 0.066 -3.507 -0.526
H -2.058 -2.970 -1.707
C -4.163 -0.069 0.876
H -4.684 0.093 -0.069
C -3.337 1.178 1.210
N -2.324 1.478 0.212
C -2.692 1.920 -1.025
O -3.853 1.916 -1.385
C -1.549 2.451 -1.864
C -0.257 1.690 -1.585
C -0.053 1.610 -0.096
N -1.057 1.495 0.692
C 1.273 1.618 0.521
C 1.400 1.261 1.867
C 2.631 1.265 2.488
C 3.765 1.636 1.782
C 3.653 2.000 0.452
C 2.422 1.989 -0.177
H 2.371 2.282 -1.213
H 4.530 2.296 -0.104
H 4.730 1.644 2.267
H 2.709 0.979 3.526
H 0.514 0.979 2.414
H 0.576 2.169 -2.094
H -0.333 0.664 -1.963
H -1.832 2.402 -2.916
H -1.427 3.507 -1.599
H -2.808 1.044 2.155
H -4.017 2.032 1.287
H -4.896 -0.210 1.670
*
```

Run two
# C22H23N3O4

An isolated molecule of C22H23N3O4 (ωB97M-V/def2-TZVPD, the OMol25 dataset).

lowest unoccupied orbital energy	-0.71	eV
SMILES	CCCC[C@H](C(=O)NC(=O)NCc1ccccc1)N1C(=O)c2ccccc2C1=O
molecular weight	393.4	g/mol

Structure (ORCA input):
```
! RIJCOSX wB97M-V def2-TZVPD def2/J DEFGRID3
* xyz 0 1
C -1.764 -2.598 3.653
C -1.959 -1.525 2.589
C -0.705 -0.674 2.409
C -0.906 0.395 1.335
H -1.750 1.028 1.614
H -1.142 -0.098 0.391
C 0.341 1.265 1.187
N 1.438 0.540 0.569
C 1.560 0.333 -0.786
O 0.735 0.639 -1.619
C 2.868 -0.331 -0.979
C 3.494 -0.773 -2.125
C 4.752 -1.354 -1.990
C 5.353 -1.482 -0.747
C 4.719 -1.036 0.410
C 3.474 -0.460 0.275
C 2.559 0.116 1.287
O 2.686 0.217 2.477
H 5.182 -1.130 1.379
H 6.330 -1.934 -0.675
H 5.269 -1.708 -2.869
H 3.023 -0.667 -3.090
C 0.249 2.638 0.497
O 1.252 3.311 0.411
N -0.963 3.135 0.130
C -2.170 2.537 -0.356
O -3.243 2.970 -0.016
N -1.953 1.576 -1.261
H -1.002 1.296 -1.486
C -3.036 0.832 -1.871
C -2.998 -0.623 -1.477
C -1.906 -1.408 -1.835
C -1.848 -2.739 -1.461
C -2.885 -3.302 -0.735
C -3.976 -2.527 -0.379
C -4.029 -1.192 -0.743
H -4.875 -0.587 -0.456
H -4.785 -2.961 0.190
H -2.841 -4.342 -0.446
H -0.994 -3.339 -1.738
H -1.097 -0.972 -2.403
H -2.950 0.924 -2.960
H -3.969 1.296 -1.545
H -0.957 4.143 0.013
H 0.706 1.511 2.198
H -0.450 -0.198 3.358
H 0.131 -1.321 2.131
H -2.793 -0.879 2.870
H -2.214 -1.997 1.638
H -2.668 -3.192 3.766
H -1.529 -2.145 4.614
H -0.948 -3.262 3.380
*
```

Going by the energies, run two is most stable and the next is 0.0773 hartree up.

Run one
# C7H8FN

A structure of composition C7H8FN (ωB97M-V/def2-TZVPD, the OMol25 dataset).

lowest unoccupied orbital energy (spin up / spin down)	0.90 / -2.42	eV
expectation value of S²	2.02
molecular weight	125.1	g/mol

Structure (ORCA input):
```
! RIJCOSX wB97M-V def2-TZVPD def2/J DEFGRID3
* xyz 0 3
C -2.548 -0.460 0.133
C -1.256 -0.872 0.462
C -2.358 0.843 -0.368
C -0.327 0.106 0.047
C 2.042 -0.900 0.422
C 2.092 -0.152 -0.880
C 1.078 0.193 0.177
N -1.069 1.138 -0.440
F 1.363 1.819 0.846
H -3.460 -0.954 0.342
H -0.851 -1.513 1.200
H -3.097 1.624 -0.612
H 1.726 -1.920 0.578
H 2.695 -0.612 1.125
H 2.917 0.374 -0.927
H 1.672 -0.737 -1.710
H -0.619 2.024 -0.395
*
```

Run two
# C7H8FN

An isolated molecule of C7H8FN (ωB97M-V/def2-TZVPD, the OMol25 dataset).

lowest unoccupied orbital energy (spin up / spin down)	0.98 / -1.21	eV
expectation value of S²	2.07
molecular weight	125.1	g/mol

Structure (ORCA input):
```
! RIJCOSX wB97M-V def2-TZVPD def2/J DEFGRID3
* xyz 0 3
C -2.143 1.149 -0.081
C -1.758 -0.203 -0.090
C -1.224 2.189 0.027
C -0.554 -0.803 -0.147
C 1.502 -2.225 0.005
C 1.820 -0.800 -0.399
C 0.640 -1.083 0.534
N 0.001 2.149 -0.351
F 0.748 -0.793 1.863
H -3.123 1.574 -0.195
H -2.525 -0.982 -0.392
H -1.623 3.172 0.497
H 1.245 -2.839 -0.769
H 2.126 -2.593 0.754
H 2.622 -0.254 0.096
H 1.685 -0.534 -1.412
H 0.564 2.876 0.058
*
```

Going by the energies, run two is most stable and the next is 0.0029 hartree up.

Run one
# C44H52AsNP2RhSi2

A structure of composition C44H52AsNP2RhSi2 (ωB97M-V/def2-TZVPD, the OMol25 dataset).

lowest unoccupied orbital energy	-4.26	eV
molecular weight	890.9	g/mol

Structure (ORCA input):
```
! RIJCOSX wB97M-V def2-TZVPD def2/J DEFGRID3
* xyz 1 1
Rh 0.432 -0.112 1.296
N 0.220 -2.221 1.705
C 1.324 -2.982 2.219
C 1.085 -3.877 3.252
C 2.121 -4.610 3.804
C 3.403 -4.436 3.306
C 3.626 -3.540 2.274
C 2.596 -2.792 1.691
C 2.945 -1.789 0.642
C 4.041 -2.107 -0.174
C 4.678 -1.151 -0.945
C 4.242 0.163 -0.856
C 3.097 0.449 -0.129
C 2.333 -0.509 0.562
H -0.606 -2.405 2.267
H -0.001 -2.508 0.753
H 0.071 -4.001 3.621
H 1.927 -5.301 4.613
H 4.235 -4.981 3.731
H 4.641 -3.379 1.936
H 4.415 -3.123 -0.186
H 5.524 -1.420 -1.563
H 4.776 0.957 -1.364
H 2.778 1.487 -0.118
C -2.381 1.848 1.337
C -1.705 1.934 -0.041
P 0.118 1.744 0.147
C 0.650 3.381 0.730
C 0.099 4.581 0.278
C 0.507 5.787 0.825
C 1.464 5.804 1.833
C 2.013 4.617 2.292
C 1.605 3.410 1.744
C 0.685 1.632 -1.599
C 1.133 2.688 -2.349
C 1.750 2.472 -3.593
C 1.963 1.193 -4.083
C 1.540 0.105 -3.335
C 0.819 0.293 -2.121
P -1.475 0.600 2.373
C -2.697 -0.582 3.037
C -4.036 -0.677 2.681
C -4.843 -1.661 3.240
C -4.324 -2.553 4.164
C -2.988 -2.463 4.534
C -2.183 -1.488 3.971
C -0.997 1.544 3.855
C -1.837 2.460 4.482
C -1.404 3.157 5.599
C -0.131 2.934 6.108
C 0.709 2.014 5.498
C 0.279 1.327 4.373
H -3.431 1.586 1.218
H -2.341 2.813 1.845
H -1.982 2.844 -0.576
H -2.023 1.082 -0.643
H -0.656 4.582 -0.500
H 0.075 6.714 0.471
H 1.775 6.748 2.263
H 2.752 4.627 3.082
H 2.014 2.474 2.109
H 1.074 3.698 -1.965
H 2.112 3.325 -4.153
H 2.495 1.043 -5.012
H 1.796 -0.899 -3.642
H 0.890 -0.484 -1.353
H -4.473 0.009 1.968
H -5.886 -1.722 2.956
H -4.959 -3.313 4.602
H -2.579 -3.146 5.267
H -1.145 -1.402 4.285
H -2.842 2.631 4.111
H -2.062 3.870 6.076
H 0.205 3.477 6.982
H 1.701 1.835 5.894
H 0.945 0.629 3.872
C 0.819 -3.111 -4.549
Si -0.514 -2.762 -3.281
C 0.010 -3.380 -1.596
C -2.143 -3.491 -3.832
As -1.089 -0.484 -2.847
Si -1.654 0.475 -4.962
C -0.663 -0.134 -6.420
C -1.596 2.334 -4.824
C -3.435 -0.081 -5.093
H 0.602 -4.072 -5.023
H 1.804 -3.196 -4.087
H 0.870 -2.360 -5.337
H 0.243 -4.447 -1.626
H -0.792 -3.230 -0.870
H 0.905 -2.858 -1.240
H -2.083 -4.581 -3.765
H -2.357 -3.240 -4.872
H -2.983 -3.166 -3.216
H 0.403 0.070 -6.309
H -1.006 0.374 -7.325
H -0.798 -1.206 -6.575
H -0.581 2.720 -4.738
H -2.173 2.684 -3.966
H -2.043 2.763 -5.725
H -3.529 -1.153 -5.271
H -3.907 0.435 -5.933
H -4.002 0.166 -4.194
*
```

Run two
# C44H52AsNP2RhSi2

A structure of composition C44H52AsNP2RhSi2 (ωB97M-V/def2-TZVPD, the OMol25 dataset).

lowest unoccupied orbital energy (spin up / spin down)	-2.88 / -2.88	eV
molecular weight	890.9	g/mol

Structure (ORCA input):
```
! RIJCOSX wB97M-V def2-TZVPD def2/J DEFGRID3
* xyz 1 1
Rh 0.169 0.124 0.072
N 2.248 0.137 -0.512
C 3.241 0.781 0.300
C 4.266 1.481 -0.321
C 5.259 2.074 0.440
C 5.206 1.964 1.820
C 4.164 1.285 2.427
C 3.152 0.668 1.687
C 2.041 -0.026 2.408
C 2.405 -0.626 3.622
C 1.479 -1.127 4.515
C 0.136 -1.009 4.206
C -0.240 -0.481 2.979
C 0.680 -0.045 2.026
H 2.449 -0.858 -0.596
H 2.296 0.486 -1.463
H 4.295 1.538 -1.404
H 6.065 2.612 -0.041
H 5.967 2.430 2.433
H 4.110 1.268 3.507
H 3.458 -0.697 3.863
H 1.804 -1.589 5.438
H -0.625 -1.355 4.894
H -1.299 -0.460 2.774
C -1.667 2.859 0.701
C -2.464 1.716 1.316
P -2.079 0.161 0.409
C -2.965 -1.146 1.311
C -2.524 -2.466 1.267
C -3.218 -3.457 1.945
C -4.349 -3.139 2.682
C -4.787 -1.824 2.744
C -4.100 -0.831 2.062
C -3.066 0.426 -1.103
C -4.413 0.069 -1.164
C -5.178 0.406 -2.272
C -4.609 1.095 -3.332
C -3.265 1.443 -3.287
C -2.503 1.110 -2.178
P 0.095 2.389 0.371
C 0.999 3.220 1.708
C 0.541 3.084 3.018
C 1.204 3.711 4.060
C 2.320 4.495 3.801
C 2.777 4.639 2.501
C 2.129 3.993 1.458
C 0.537 3.295 -1.138
C 0.870 2.601 -2.300
C 1.166 3.287 -3.470
C 1.123 4.673 -3.487
C 0.787 5.373 -2.335
C 0.497 4.691 -1.165
H -2.108 3.163 -0.251
H -1.660 3.740 1.345
H -3.533 1.918 1.242
H -2.224 1.576 2.372
H -1.628 -2.711 0.709
H -2.866 -4.479 1.901
H -4.885 -3.913 3.216
H -5.666 -1.568 3.321
H -4.465 0.186 2.118
H -4.871 -0.480 -0.354
H -6.220 0.117 -2.310
H -5.207 1.355 -4.196
H -2.809 1.971 -4.114
H -1.455 1.374 -2.168
H -0.330 2.479 3.240
H 0.840 3.594 5.073
H 2.831 4.994 4.614
H 3.647 5.248 2.291
H 2.500 4.114 0.449
H 0.882 1.515 -2.297
H 1.423 2.738 -4.366
H 1.351 5.211 -4.397
H 0.755 6.455 -2.349
H 0.247 5.248 -0.269
C -1.316 -4.913 -2.529
Si -1.228 -3.076 -2.872
C -0.402 -2.742 -4.518
C -2.979 -2.440 -2.908
As 0.127 -1.910 -1.328
Si 1.781 -3.546 -0.882
C 3.218 -2.845 0.114
C 2.482 -4.262 -2.463
C 0.986 -4.854 0.197
H -1.920 -5.374 -3.316
H -1.818 -5.101 -1.577
H -0.353 -5.423 -2.513
H -0.967 -3.240 -5.312
H 0.625 -3.108 -4.553
H -0.387 -1.672 -4.729
H -3.542 -3.025 -3.641
H -3.037 -1.391 -3.196
H -3.465 -2.563 -1.938
H 3.944 -2.301 -0.497
H 3.748 -3.698 0.548
H 2.908 -2.218 0.954
H 2.889 -3.463 -3.087
H 1.760 -4.821 -3.059
H 3.302 -4.942 -2.214
H 0.769 -4.429 1.180
H 1.680 -5.688 0.338
H 0.059 -5.249 -0.215
*
```

Going by the energies, run two is most stable and the next is 0.0899 hartree up.

Run one
# C19H25N3O5S

An isolated molecule of C19H25N3O5S (ωB97M-V/def2-TZVPD, the OMol25 dataset).

lowest unoccupied orbital energy	0.30	eV
SMILES	CCCc1c(O)nc(SCC(=O)NCCc2ccc(OC)c(OC)c2)[nH]c1=O
molecular weight	407.5	g/mol

Structure (ORCA input):
```
! RIJCOSX wB97M-V def2-TZVPD def2/J DEFGRID3
* xyz 0 1
C 3.367 -1.651 -3.436
C 2.742 -0.284 -3.678
H 2.827 -0.027 -4.736
H 3.276 0.475 -3.104
C 1.259 -0.253 -3.289
C 1.053 -0.551 -1.832
C 1.431 0.321 -0.847
N 1.315 0.020 0.469
C 0.823 -1.115 0.816
N 0.378 -2.024 -0.060
C 0.480 -1.820 -1.460
O 0.109 -2.701 -2.205
H -0.067 -2.885 0.236
S 0.854 -1.446 2.542
C 2.136 -0.233 3.005
H 3.067 -0.523 2.520
C 1.796 1.206 2.620
O 2.582 1.921 2.033
N 0.605 1.618 3.078
H -0.009 0.951 3.519
C 0.044 2.910 2.751
H 0.221 3.611 3.576
C -1.459 2.793 2.480
C -1.740 1.751 1.432
C -1.621 2.042 0.087
C -1.874 1.074 -0.874
C -2.229 -0.211 -0.504
C -2.315 -0.529 0.871
C -2.084 0.455 1.813
H -2.184 0.224 2.863
O -2.623 -1.829 1.150
C -2.833 -2.196 2.491
H -3.128 -3.244 2.463
H -1.918 -2.096 3.086
H -3.635 -1.609 2.949
O -2.518 -1.230 -1.353
C -2.571 -0.961 -2.733
H -3.340 -0.216 -2.963
H -2.825 -1.910 -3.201
H -1.606 -0.624 -3.118
H -1.790 1.335 -1.917
H -1.341 3.036 -0.227
H -1.826 3.766 2.152
H -1.970 2.532 3.409
H 0.573 3.277 1.868
H 2.240 -0.322 4.087
O 1.963 1.520 -1.091
H 2.225 1.906 -0.236
H 0.858 0.738 -3.516
H 0.720 -1.006 -3.868
H 3.364 -1.892 -2.374
H 2.805 -2.423 -3.957
H 4.396 -1.670 -3.788
*
```

Run two
# C19H25N3O5S

A structure of composition C19H25N3O5S (ωB97M-V/def2-TZVPD, the OMol25 dataset).

lowest unoccupied orbital energy	0.30	eV
molecular weight	407.5	g/mol

Structure (ORCA input):
```
! RIJCOSX wB97M-V def2-TZVPD def2/J DEFGRID3
* xyz 0 1
C 3.732 -1.765 1.124
C 2.813 -0.601 1.691
H 1.957 -1.050 2.386
H 3.444 0.007 2.243
O 2.204 -0.004 0.437
C 1.540 0.971 1.045
O 1.633 1.374 2.253
C 0.588 1.569 -0.124
C 0.958 1.561 -1.441
N 0.097 2.384 -2.096
C -1.016 2.688 -1.049
C -0.660 2.209 0.052
S -1.561 2.743 1.243
O -2.999 2.276 1.139
O -1.533 4.076 1.623
N -1.093 1.808 2.869
H -0.058 1.978 2.888
C -1.641 0.495 2.954
C -1.372 -0.349 1.834
O -0.235 -1.180 2.103
N -1.981 -0.382 0.610
H -2.563 0.335 0.811
C -1.620 -0.988 -0.448
C -0.980 -2.416 -0.176
C -0.053 -2.799 -0.816
C 0.633 -3.950 -0.536
C -0.011 -4.933 -0.070
C -1.581 -4.612 0.514
C -1.772 -3.382 0.306
H -2.816 -2.999 0.579
H -2.192 -5.364 0.931
H 0.157 -6.026 0.089
H 1.649 -4.273 -0.806
H 0.964 -1.996 -1.265
H -2.405 -1.020 -1.226
H -0.941 -0.369 -0.925
H -1.543 0.119 3.763
H -2.682 0.626 3.103
C -2.078 3.561 -1.566
H -2.684 2.933 -2.180
H -1.602 4.648 -1.962
H -2.548 3.677 -0.495
C 0.193 2.523 -3.471
H 1.088 3.251 -3.774
H -0.874 2.956 -3.798
H 0.258 1.838 -4.081
C 2.294 1.171 -2.123
H 2.852 2.007 -2.682
H 2.727 0.592 -1.395
H 1.902 0.186 -2.732
H 4.139 -2.378 1.823
H 2.989 -2.496 0.481
H 4.279 -1.229 0.344
*
```

Going by the energies, run one is most stable and the next is 0.6585 hartree up.